w.
{
  "formula": "C6H10OS",
  "method": "ωB97M-V with the def2-TZVPD basis set",
  "elements": ["O", "S", "C", "C", "C", "C", "C", "C", "H", "H", "H", "H", "H", "H", "H", "H", "H", "H"],
  "positions_angstrom": [[2.3563, 1.5528, 0.0392], [3.2149, 0.1706, -0.2635], [2.0432, -0.9611, 0.6290], [0.7361, -1.3988, 0.0086], [-0.2502, -0.2448, -0.0180], [-0.2398, 0.8475, 0.7309], [-1.6478, 1.2643, 0.0891], [-1.4644, -0.0053, -0.7581], [2.2732, 2.1183, -0.6528], [1.8289, -0.6420, 1.6145], [2.7885, -1.6736, 0.6187], [0.9074, -1.6852, -1.0216], [0.2540, -2.2314, 0.4821], [0.3847, 1.3871, 1.2891], [-1.6575, 2.1277, -0.5392], [-2.5319, 1.4113, 0.6908], [-2.3455, -0.7051, -0.5502], [-1.1853, 0.2062, -1.8445]],
  "smiles": "OSCCC1=CCC1",
  "homo_energy_ha": -0.31240,
  "homo_lumo_gap_ev": 9.148,
  "e_lumo_ha": 0.02377
}


x.
{
  "formula": "C6H10OS",
  "method": "ωB97M-V with the def2-TZVPD basis set",
  "elements": ["C", "C", "C", "C", "C", "C", "O", "S", "H", "H", "H", "H", "H", "H", "H", "H", "H", "H"],
  "positions_angstrom": [[0.2784, 1.1813, 0.9837], [0.7700, 1.2890, -0.2630], [0.2689, -0.1048, 1.6547], [1.2761, 0.0615, -0.9140], [-1.2413, -0.6817, 1.7756], [0.6017, -0.4217, -2.2507], [2.5800, -1.3886, 1.1009], [1.2261, -1.3724, 0.6021], [-0.1145, 2.0700, 1.4753], [0.8580, 2.2516, -0.7448], [0.7765, 0.0288, 2.6127], [2.4451, -0.0091, -1.0963], [-1.6094, -0.6768, 0.7243], [-1.8774, -0.0199, 2.4565], [-1.2187, -1.5407, 2.2814], [-0.4899, -0.4482, -2.2035], [1.0026, -1.3364, -2.5281], [0.8502, 0.2943, -3.0114]],
  "homo_energy_ha": -0.32421,
  "homo_lumo_gap_ev": 9.738,
  "e_lumo_ha": 0.03368
}


What should be chosen as the most stable of them? Choose x.


w.
{
  "formula": "C6H10OS",
  "method": "ωB97M-V with the def2-TZVPD basis set",
  "elements": ["C", "C", "C", "O", "C", "C", "C", "S", "H", "H", "H", "H", "H", "H", "H", "H", "H", "H"],
  "positions_angstrom": [[-1.7961, 0.2553, 0.8091], [-1.1877, -0.4667, -0.1408], [-1.6988, -1.9267, -0.6165], [-0.1914, 0.0881, -0.9443], [0.8545, 0.8745, -0.4709], [0.6710, 2.1713, -0.7238], [1.7906, 0.2332, 0.4979], [2.6425, -1.2353, -0.2237], [-2.6938, -0.3416, 1.2002], [-1.7583, 1.2578, 1.1042], [-2.0240, -2.1874, 0.4494], [-2.3551, -1.8267, -1.4862], [-0.8550, -2.4325, -0.7258], [-0.3082, 2.4697, -1.0926], [1.3729, 2.9578, -0.4141], [2.5481, 1.1705, 0.6062], [1.2265, 0.3451, 1.5873], [3.7623, -1.4065, 0.5845]],
  "smiles": "C=C(C)OC(=C)CS",
  "homo_energy_ha": -0.33068,
  "homo_lumo_gap_ev": 9.673,
  "e_lumo_ha": 0.02480
}


x.
{
  "formula": "C6H10OS",
  "method": "ωB97M-V with the def2-TZVPD basis set",
  "elements": ["C", "C", "C", "C", "C", "C", "H", "H", "H", "H", "H", "H", "H", "H", "H", "H", "O", "S"],
  "positions_angstrom": [[-0.5613, 2.1098, -0.1335], [0.2668, 0.9399, -0.6048], [1.5268, 0.5626, 0.2547], [0.6443, -0.0345, 1.3067], [-0.2462, -0.4424, -0.0372], [0.8001, -1.4215, -0.4610], [-0.0542, 2.9989, -0.6511], [-0.6265, 2.0793, 0.9072], [-1.5402, 1.9046, -0.5556], [0.2852, 0.7997, -1.8031], [2.2639, 1.2459, 0.5656], [1.2625, -1.0072, 1.7751], [0.2359, 0.6672, 2.0212], [-2.4798, 1.0391, -0.3149], [0.6221, -1.8102, -1.4462], [1.1450, -2.3082, 0.3249], [2.1139, -0.5066, -0.4341], [-2.0380, -0.7400, 0.0438]],
  "homo_energy_ha": -0.32664,
  "homo_lumo_gap_ev": 8.586,
  "e_lumo_ha": -0.01112
}


What should be chosen as the most stable of them? Choose w.


w.
{
  "formula": "C6H10OS",
  "method": "ωB97M-V with the def2-TZVPD basis set",
  "elements": ["C", "C", "C", "C", "O", "C", "C", "S", "H", "H", "H", "H", "H", "H", "H", "H", "H", "H"],
  "positions_angstrom": [[-2.1360, -1.0310, -0.7417], [-1.6128, 0.0298, -0.1157], [-0.1871, 0.0933, 0.2793], [0.1987, 1.3257, -0.5359], [1.5754, 1.8376, -0.4258], [0.3184, 0.0608, 1.6860], [0.7835, -0.9910, 0.5627], [2.1783, -1.0244, -0.5550], [-3.1904, -1.0731, -1.1897], [-1.3816, -1.6303, -1.3078], [-2.3999, 0.8022, -0.0391], [-0.4747, 2.2469, -0.4443], [-0.1687, 0.9444, -1.5520], [2.1832, 1.1054, -0.8631], [-0.0376, -0.2490, 2.6837], [0.9897, 1.0828, 1.7962], [0.2578, -1.9027, 0.5663], [3.1040, -1.6276, 0.1959]],
  "smiles": "C=C[C@@]1(CO)C[C@@H]1S",
  "homo_energy_ha": -0.34073,
  "homo_lumo_gap_ev": 9.921,
  "e_lumo_ha": 0.02386
}


x.
{
  "formula": "C6H10OS",
  "method": "ωB97M-V with the def2-TZVPD basis set",
  "elements": ["O", "C", "C", "C", "S", "C", "C", "C", "H", "H", "H", "H", "H", "H", "H", "H", "H", "H"],
  "positions_angstrom": [[-1.1133, 1.0656, 2.1037], [-0.6615, -0.1864, 1.6217], [-1.1903, -0.3979, 0.2814], [0.0922, -0.1912, -0.7036], [0.2267, -0.1689, -2.5131], [0.7336, 0.9536, 0.1851], [0.8424, -0.0993, 1.3460], [0.9827, -1.0857, 0.1950], [-0.5731, 1.4711, 2.9288], [-0.8703, -0.9522, 2.6104], [-1.5198, -1.4525, 0.0629], [-2.2065, 0.2415, 0.0088], [-0.2667, 1.2881, -2.5903], [1.8332, 1.2465, -0.0893], [0.0880, 1.8811, 0.2903], [1.4935, 0.0507, 2.2911], [0.5417, -2.1983, 0.5231], [1.9655, -1.3570, -0.2101]],
  "smiles": "O[C@H]1C[C@]2(S)C[C@H]1C2",
  "homo_energy_ha": -0.33344,
  "homo_lumo_gap_ev": 9.752,
  "e_lumo_ha": 0.02494
}


y.
{
  "formula": "C6H10OS",
  "method": "ωB97M-V with the def2-TZVPD basis set",
  "elements": ["C", "C", "C", "C", "C", "C", "H", "H", "H", "H", "H", "H", "H", "H", "H", "H", "O", "S"],
  "positions_angstrom": [[-0.7196, -1.6620, 0.3109], [-0.0894, -1.0558, 1.5331], [-0.0768, 1.2409, 0.3968], [1.0803, 2.0511, -0.1495], [0.9701, 0.5380, -0.6311], [-0.1899, 0.0912, -1.7204], [-1.8601, -1.8170, 0.4708], [-0.3255, -2.7016, 0.0634], [0.9865, -1.4751, 1.6610], [-0.8204, -1.7043, 2.2980], [-1.0519, 1.2273, 0.0670], [0.6116, 2.5414, -0.8826], [2.1463, 2.4815, 0.0736], [1.5357, -0.1642, -0.0322], [-1.2259, 1.1326, -1.8319], [0.3396, -0.4764, -2.7335], [-1.0295, -0.8564, -0.8867], [-0.2812, 0.6088, 1.9933]],
  "homo_energy_ha": -0.31497,
  "homo_lumo_gap_ev": 9.370,
  "e_lumo_ha": 0.02938
}


What should be chosen as the most stable of them? Choose x.


w.
{
  "formula": "C4H7N2",
  "method": "ωB97M-V with the def2-TZVPD basis set",
  "elements": ["C", "C", "C", "N", "C", "N", "H", "H", "H", "H", "H", "H", "H"],
  "positions_angstrom": [[0.5238, -1.3167, -0.3459], [0.4893, 0.1392, 0.1118], [-0.9772, 0.3137, 1.0090], [-1.8761, 0.1140, 0.2184], [-0.8460, 0.8250, -0.6504], [1.4214, 0.9530, 0.3314], [1.2240, -1.4842, -1.1550], [0.7765, -2.0264, 0.4511], [-0.4603, -1.6116, -0.6537], [-0.8592, 0.8664, 1.9321], [-0.9140, 1.9002, -0.5319], [-0.6977, 0.5421, -1.6902], [2.1955, 0.7855, 0.9733]],
  "homo_energy_ha": -0.55723,
  "homo_lumo_gap_ev": 7.751,
  "total_charge": 1,
  "e_lumo_ha": -0.27238
}


x.
{
  "formula": "C4H7N2",
  "method": "ωB97M-V with the def2-TZVPD basis set",
  "elements": ["C", "C", "C", "C", "N", "N", "H", "H", "H", "H", "H", "H", "H"],
  "positions_angstrom": [[-0.0917, 0.4031, -0.7324], [0.3956, -0.4853, 2.3710], [-0.0917, -0.9188, -0.0187], [-0.3802, 1.0271, -1.9801], [0.2071, 1.0487, 0.4146], [0.3009, -0.1159, 1.1195], [0.8037, 0.1155, 3.1448], [0.4009, -1.5396, 2.3979], [-0.9176, -1.4693, 0.3029], [0.6776, -1.6921, -0.2052], [-1.2949, 0.6455, -2.4619], [0.4763, 0.9072, -2.6286], [-0.4862, 2.0738, -1.7238]],
  "homo_energy_ha": -0.57787,
  "homo_lumo_gap_ev": 10.087,
  "total_charge": 1,
  "e_lumo_ha": -0.20720
}


y.
{
  "formula": "C4H7N2",
  "method": "ωB97M-V with the def2-TZVPD basis set",
  "elements": ["C", "C", "C", "C", "N", "N", "H", "H", "H", "H", "H", "H", "H"],
  "positions_angstrom": [[-1.5051, -0.2152, -0.0013], [-2.6959, 0.2082, -0.0724], [-0.1322, -0.5341, 0.1039], [0.9700, 0.7080, 0.0256], [3.0712, -0.4576, -0.0679], [2.3573, 0.4802, 0.0042], [-2.9945, 1.2459, 0.0453], [-3.5364, -0.4521, -0.2503], [0.0491, -1.0297, 1.0628], [0.1640, -1.1723, -0.7364], [0.7575, 1.2856, -0.8779], [0.7779, 1.3645, 0.8781], [2.7172, -1.4313, -0.1138]],
  "homo_energy_ha": [-0.48575, -0.48557],
  "homo_lumo_gap_ev": [6.461, 6.452],
  "total_charge": 1,
  "e_lumo_ha": [-0.24831, -0.24848]
}


z.
{
  "formula": "C4H7N2",
  "method": "ωB97M-V with the def2-TZVPD basis set",
  "elements": ["C", "C", "N", "N", "C", "C", "H", "H", "H", "H", "H", "H", "H"],
  "positions_angstrom": [[-0.8657, -1.2887, -1.3248], [-1.1119, -1.5277, -0.0135], [-0.6528, -0.6811, 0.9207], [0.1007, 0.2336, 0.6522], [0.9460, 1.0095, -0.1408], [0.7163, 1.2903, 1.3221], [0.0218, -0.6734, -1.5458], [-1.1725, -1.7818, -2.2462], [-1.7708, -2.3286, 0.3274], [0.4023, 1.7682, -0.8150], [1.8686, 0.5454, -0.4623], [1.5305, 1.2329, 2.1034], [-0.0124, 2.2014, 1.2225]],
  "smiles": "C=CN=[N+]1CC1",
  "homo_energy_ha": -0.56922,
  "homo_lumo_gap_ev": 9.119,
  "total_charge": 1,
  "e_lumo_ha": -0.23412
}


What should be chosen as the most stable of them? Choose x.